(1)
C33H54BBrN4O8P | ωB97M-V with the def2-TZVPD basis set

Properties
- orbital gap (eV) = 6.45
- lowest unoccupied orbital energy (eV) = -4.298
- largest force on an atom (eV/A) = 5.5
- total charge = +1

Last column: Löwdin charge in e.
Geometry (Å):
Br: -0.78514 -1.00574 0.80062  0.3630
P: 1.08863 -1.85469 -0.27825  0.7399
O: 3.04557 0.47013 0.75777  0.1007
O: -4.84931 1.88733 -0.69138  0.0440
O: 5.36715 1.22968 2.52169  -0.1268
O: 2.13071 1.52725 3.00434  0.0608
O: 0.96115 1.85793 0.81606  0.0272
O: -5.71624 2.79672 1.10721  0.0633
O: 4.38481 0.15060 -1.94052  -0.1295
O: 1.40754 -0.59166 -1.48877  -0.3699
N: -4.83521 2.70554 0.24030  -0.3195
N: 1.68391 -1.96884 3.35990  0.0703
N: 3.96259 -0.86876 2.66327  0.0590
N: 3.48550 -1.76836 5.01059  0.1934
C: 5.01753 3.96198 5.80961  -0.0461
C: -2.69962 3.58973 -0.66215  0.0016
C: -2.56086 5.45383 1.42438  -0.0683
C: -2.37098 -4.44561 -3.28258  -0.2126
C: -0.76519 -4.71127 -1.04563  -0.2655
C: -3.69995 3.63263 0.31881  -0.1427
C: 4.86717 -1.09377 0.32443  -0.0577
C: -0.09058 -5.77794 -0.00173  -0.2019
C: 4.54449 -1.19303 -1.29120  -0.2041
C: -3.63219 4.56017 1.36692  -0.0020
C: 0.87083 -4.08412 1.95596  -0.1814
C: -2.84463 -0.62676 -4.71730  -0.2193
C: 5.58957 2.27940 3.50722  -0.1559
C: -2.06927 -5.25815 -1.86969  -0.2034
C: -1.56874 5.42029 0.44296  -0.0724
C: 5.14172 -0.09959 3.08482  -0.1587
C: 1.99515 -2.94744 2.25166  -0.3131
C: 3.49577 -0.82120 1.26301  -0.3472
C: -5.85530 2.23198 -4.14789  -0.2252
C: 3.11091 -1.48048 3.69801  -0.1329
C: -2.14482 -2.82516 -3.18775  -0.2130
C: 6.36425 4.90450 5.51461  -0.0554
C: -1.63471 4.49025 -0.59570  -0.0641
C: 7.34746 4.50255 4.22419  -0.0535
C: -3.37119 -1.96917 -3.93711  -0.2016
C: -5.23505 0.68868 -4.25028  -0.2213
C: -3.59420 0.77369 -4.23292  -0.2310
C: 4.66012 2.68907 4.78914  -0.0146
C: 1.26490 -5.17103 0.76898  -0.2014
C: -7.41609 2.28406 -3.64983  -0.2495
C: 6.94654 3.22634 3.25792  0.0082
C: -7.69194 3.40035 -2.44149  -0.1546
C: 2.53566 -2.11115 0.92070  -0.3364
B: 2.10498 1.21464 1.56097  -0.5718
H: 1.91080 -4.66581 -0.09023  0.0904
H: 3.21140 -2.94358 0.38605  0.1290
H: -6.89034 4.27759 -2.45515  0.0764
H: -1.12439 -3.76145 -0.43789  0.0521
H: -8.09380 2.65619 -4.55790  0.1072
H: -2.50084 6.17965 2.23235  0.1090
H: -5.20801 2.84804 -3.37803  0.0947
H: 4.30106 4.22443 6.71941  0.0916
H: -3.91436 -2.68270 -4.72003  0.1171
H: 7.67183 3.01339 2.33368  0.1022
H: 5.24842 0.02555 4.26840  0.1588
H: 6.10950 -0.73893 2.79147  0.1717
H: 8.31305 5.13278 3.94501  0.0949
H: -1.89394 -6.37623 -2.16995  0.1123
H: 0.04418 -4.33909 -1.80825  0.1017
H: -3.01437 -5.08983 -1.18205  0.1237
H: -0.21542 -3.70599 1.75343  0.0776
H: -7.85173 1.26968 -3.26141  0.1048
H: -7.75550 2.91083 -1.37736  0.0658
H: 0.18296 1.92033 1.44576  0.0881
H: -3.17135 1.05542 -3.15329  0.1043
H: -2.05262 -2.40153 -2.09167  0.0943
H: 5.26310 -2.14313 0.65943  0.1360
H: -1.16811 -2.53703 -3.80741  0.1047
H: -1.69342 -0.44993 -4.53895  0.0961
H: -8.74039 3.94276 -2.61307  0.0760
H: 3.70787 -1.95111 -1.58460  0.1031
H: 2.96383 -3.54035 2.62734  0.1719
H: -0.85687 4.46931 -1.35602  0.1128
H: -4.15367 -1.64413 -3.12863  0.1031
H: 1.40496 -1.08583 -2.37709  0.0788
H: -4.39904 4.60120 2.13764  0.1196
H: 6.63907 5.84389 6.19403  0.0931
H: 3.69064 2.07434 5.02315  0.0739
H: 5.19536 0.29820 -2.54554  0.1237
H: 1.89207 -6.05458 1.23720  0.1178
H: 1.24690 1.16213 3.35110  0.1291
H: 0.79446 -4.74489 2.94870  0.1377
H: -1.76010 -4.86964 -4.20270  0.1185
H: -5.74518 2.75686 -5.19992  0.1156
H: -3.30753 1.70476 -4.92076  0.1177
H: 4.45816 -2.15399 5.17627  0.1590
H: 0.29198 -6.71262 -0.63327  0.1232
H: 5.64767 -0.22386 0.39531  0.1426
H: -2.73660 2.87110 -1.47797  0.1040
H: 2.83384 -1.70084 5.82262  0.1543
H: -5.63605 0.11448 -5.21482  0.1277
H: -3.51998 -4.60651 -3.56377  0.1133
H: 1.08053 -1.17611 3.05947  0.0729
H: -5.60579 0.08568 -3.29200  0.1070
H: -0.73940 6.12415 0.48741  0.1095
H: -2.97767 -0.68360 -5.90043  0.1175
H: -0.86879 -6.21141 0.76782  0.1238
H: 5.54822 -1.62341 -1.77677  0.1411

=====

(2)
C21H30F5NOP2ReS | ωB97M-V with the def2-TZVPD basis set

Properties
- orbital gap (alpha / beta) (eV) = 6.09 / 7.16
- energy above the lowest of the compared OMol25 structures with the same formula, charge and spin (eV) = 0.000
- ⟨S²⟩ = 3.792
- lowest unoccupied orbital energy (alpha / beta) (eV) = 0.342 / -0.348
- largest force on an atom (eV/A) = 2.9
- 2S+1 = 4

Last column: natural (NBO) charge in e.
Geometry (Å):
Re: 0.06490 -0.06872 0.26724  0.5812
S: 0.34940 1.79148 1.48741  -0.0603
P: 2.38334 -0.12840 -0.01381  1.1100
P: -2.39370 0.17331 0.42614  1.0798
F: -1.19428 1.59337 7.22826  -0.2845
F: 1.60814 0.08000 3.72932  -0.3171
F: -1.76955 3.34982 2.85010  -0.3031
F: -2.46630 3.31230 5.50750  -0.2872
F: 0.82672 -0.02281 6.32952  -0.2890
O: -0.61237 -2.04159 0.19461  -0.8172
N: -0.04871 0.77370 -1.30322  -0.5810
C: -1.09310 2.54838 3.72338  0.3223
C: -3.16640 0.20220 2.07254  -0.9565
C: -0.01597 3.83858 -3.31100  -0.1914
C: 0.58868 -3.88524 1.03208  -0.6302
C: -1.47110 2.52219 5.05927  0.2701
C: -0.79412 -2.41421 2.61318  -0.6508
C: 0.03480 -2.50780 1.33733  0.1612
C: -3.00028 1.71620 -0.33522  -0.9529
C: -0.03790 1.04702 -3.69585  -0.2016
C: -0.82086 1.64871 5.93887  0.2819
C: 3.07172 1.26788 -0.99326  -0.9433
C: 0.01207 1.89756 -4.78497  -0.2214
C: -0.05402 1.74021 3.24507  -0.2917
C: -3.35642 -1.09005 -0.47621  -0.9395
C: 0.59625 0.89229 4.14746  0.3767
C: 0.02561 3.28873 -4.60184  -0.2571
C: 3.53584 -0.09614 1.39891  -0.9492
C: -0.06976 3.00709 -2.20255  -0.2635
C: 2.91093 -1.57504 -0.98700  -0.9520
C: 0.21498 0.82952 5.48184  0.2561
C: -0.06913 1.59281 -2.37814  0.0742
H: 0.06868 3.95176 -5.46865  0.2104
H: -3.02111 -1.11914 -1.51841  0.2515
H: -2.92162 1.14291 2.58229  0.2448
H: 0.04211 1.47383 -5.79106  0.2124
H: 4.00613 -1.63816 -0.96930  0.2293
H: -0.32849 -3.03697 3.38603  0.2183
H: 2.73452 2.22783 -0.58231  0.2550
H: -0.00745 4.91916 -3.16351  0.2115
H: 3.37851 0.81776 1.98406  0.2584
H: -3.18969 -2.07557 -0.02455  0.2576
H: -2.68048 1.76630 -1.38377  0.2566
H: 4.56580 -0.12021 1.01942  0.2275
H: -0.81718 -1.38771 3.01650  0.2080
H: -4.09691 1.72122 -0.28502  0.2249
H: -0.21580 -4.48723 0.60081  0.2296
H: -4.25410 0.11564 1.94914  0.2321
H: 4.16744 1.22130 -0.94337  0.2257
H: -2.59664 2.57888 0.20956  0.2550
H: -2.80011 -0.63756 2.67332  0.2453
H: 0.94799 -4.36531 1.94859  0.2053
H: 2.75169 1.19152 -2.04035  0.2524
H: -0.09404 3.39113 -1.17720  0.2222
H: -4.42641 -0.83194 -0.44206  0.2219
H: 1.41416 -3.83696 0.30942  0.2084
H: 2.48252 -2.49381 -0.57201  0.2410
H: -1.82176 -2.75690 2.43339  0.2149
H: -0.04586 -0.04124 -3.77812  0.2091
H: 3.35556 -0.96767 2.03708  0.2441
H: 2.56587 -1.45739 -2.02217  0.2519
H: 0.93676 -1.55180 1.44769  0.1017

=====

(3)
C37H21MgN5O5S | ωB97M-V with the def2-TZVPD basis set

Properties
- orbital gap (alpha / beta) (eV) = 5.95 / 4.32
- energy above the lowest of the compared OMol25 structures with the same formula, charge and spin (eV) = 0.180
- lowest unoccupied orbital energy (alpha / beta) (eV) = 4.102 / 3.723
- largest force on an atom (eV/A) = 0.4
- total charge = -2

Last column: natural (NBO) charge in e.
Geometry (Å):
S: -5.26103 -5.20289 2.57279  0.6225
Mg: -0.05597 -0.13895 -0.31627  1.7304
O: -0.50916 0.63968 -2.15964  -0.8332
O: 1.32743 4.81270 -3.55574  -0.5765
O: -0.16237 2.46924 -4.55430  -0.6044
O: 0.30413 1.92715 0.09608  -0.8481
O: 1.37850 4.66807 -0.61608  -0.6171
N: -2.29461 -0.70402 -0.30106  -0.4980
N: -0.33192 -2.44212 0.23915  -0.5126
N: -0.44002 0.00591 1.98240  -0.5048
N: -3.61115 -5.37529 2.36640  -0.7125
N: -5.48629 -3.72484 1.82482  -0.7313
C: 5.51790 -1.49788 0.18530  -0.0524
C: 6.32988 1.39856 0.81965  -0.1724
C: 0.64873 -3.28914 0.45463  0.0341
C: 7.64324 -2.65602 -0.02101  -0.2420
C: -0.00910 1.81300 -2.22504  0.2430
C: 4.73005 3.43425 -0.18433  -0.1917
C: 5.72923 -3.83973 0.79759  -0.2060
C: -0.26967 0.80711 4.63400  -0.1667
C: 4.35384 2.11267 -0.34329  -0.1862
C: -1.87705 -3.97314 1.31325  -0.1206
C: 0.45199 -4.52140 1.11079  -0.2868
C: 0.37092 -0.61545 2.83751  0.0707
C: -3.22453 -4.26290 1.71669  0.0662
C: 5.91847 3.74834 0.46553  -0.2384
C: 0.95555 3.80290 -1.37006  0.3268
C: 7.07983 -3.82832 0.46592  -0.2536
C: 0.49003 -0.25177 4.16890  -0.2675
C: -4.59033 -0.05859 -0.32375  -0.2819
C: 3.31030 -0.50682 -0.25432  -0.1581
C: -1.11179 1.46166 3.75125  -0.2538
C: 0.89685 3.89881 -2.88231  0.3693
C: -4.94693 -1.18720 0.36192  -0.1316
C: -3.96278 -2.13103 0.71933  -0.1249
C: 2.08461 -0.53634 -0.42451  -0.4990
C: 4.65802 -0.32091 0.01666  -0.1107
C: -2.63936 -1.83761 0.35192  0.1364
C: 0.42067 2.48097 -1.04361  0.3099
C: 0.17089 2.66973 -3.39596  0.3458
C: 6.87684 -1.50804 -0.15890  -0.1590
C: -4.26147 -3.35070 1.41870  0.1606
C: 4.96137 -2.69752 0.65307  -0.2041
C: 5.14857 1.06185 0.14386  -0.0733
C: -1.58217 -2.77185 0.64429  0.2137
C: -0.80092 -4.85434 1.54540  -0.1313
C: 6.70885 2.72464 0.97091  -0.2503
C: -1.15500 1.03491 2.43566  0.0807
C: -3.23348 0.14888 -0.64148  0.0447
H: -0.19945 1.12538 5.66705  0.2045
H: 1.29554 -5.18274 1.26316  0.2065
H: -0.99766 -5.78501 2.06299  0.2247
H: 1.62600 -2.97149 0.10690  0.2224
H: 6.93671 0.62341 1.26750  0.1951
H: -1.71368 2.30472 4.06108  0.2123
H: 3.41464 1.87091 -0.82411  0.2410
H: 7.67911 -4.72400 0.57540  0.1959
H: 5.26752 -4.74634 1.17098  0.1993
H: -2.89669 1.02098 -1.19086  0.2186
H: 8.68707 -2.63415 -0.31237  0.1965
H: -5.32507 0.67638 -0.62514  0.2081
H: -1.77001 1.54243 1.70353  0.2150
H: 6.20932 4.78334 0.59751  0.1967
H: 7.32476 -0.61582 -0.57397  0.2069
H: 0.95177 -1.43338 2.42799  0.2104
H: 7.62028 2.95911 1.50988  0.1908
H: -5.97509 -1.38885 0.63626  0.2240
H: 1.17379 -0.78747 4.81288  0.2134
H: 3.90671 -2.70528 0.89964  0.2246
H: 4.07374 4.21558 -0.54760  0.2391

=====

(4)
C25H35N3O4 | ωB97M-V with the def2-TZVPD basis set

Properties
- orbital gap (eV) = 9.01
- energy above the lowest of the compared OMol25 structures with the same formula, charge and spin (eV) = 0.060
- lowest unoccupied orbital energy (eV) = 0.546
- largest force on an atom (eV/A) = 0.9

Last column: natural (NBO) charge in e.
Geometry (Å):
O: 0.88417 1.51136 -0.38796  -0.5488
O: 4.87158 4.15208 -1.23288  -0.7170
O: -1.06457 0.67280 2.45521  -0.6588
O: 0.98926 -0.36261 -1.75345  -0.5548
N: -3.64362 0.29545 1.26124  -0.5623
N: -1.31038 2.23751 0.83610  -0.5917
N: -4.41206 1.65683 -0.32919  -0.4648
C: -4.97177 -1.75851 0.62785  -0.2607
C: -5.96489 -0.00720 -1.38471  -0.1928
C: 2.12727 -4.19229 0.17081  -0.3933
C: 2.79173 -0.38889 0.74823  -0.2534
C: -0.64427 1.24156 1.45842  0.6386
C: 1.68004 0.74630 -1.26666  0.4012
C: -4.53566 -0.44686 0.53503  0.1655
C: -2.67353 2.58096 1.19627  -0.2690
C: 1.48266 -0.00418 1.35231  -0.1695
C: 4.56640 -3.85415 0.62043  -0.3945
C: -5.90688 -2.17416 -0.29806  -0.2134
C: 3.71324 2.56135 0.22407  -0.4413
C: -3.61477 1.53683 0.69172  0.3740
C: -0.27357 -0.10800 -2.36105  -0.0628
C: 4.05931 1.34466 -0.63398  -0.3862
C: -1.40996 -0.72615 -1.55434  -0.6266
C: -6.39410 -1.31357 -1.28459  -0.2357
C: 1.94996 -2.68820 -0.01631  -0.4167
C: 2.97636 -1.92268 0.81624  -0.1788
C: 2.99369 0.24044 -0.64850  -0.2531
C: 0.64895 0.88740 0.82031  0.1672
C: 4.39380 -2.34929 0.43072  -0.3947
C: -5.02129 0.43344 -0.46370  0.0597
C: 3.54124 -4.61707 -0.21220  -0.3959
C: 4.77769 3.65128 0.07908  -0.0525
H: -1.41646 -0.33614 -0.53976  0.2022
H: 2.06080 -2.43511 -1.07055  0.2112
H: -0.24037 -0.55728 -3.36014  0.1821
H: 4.01011 4.49955 -1.49045  0.4606
H: 3.66350 -5.69148 -0.05953  0.2066
H: 1.20495 -0.45573 2.29186  0.2389
H: 3.56863 0.02390 1.40661  0.2221
H: 4.23081 1.68583 -1.65786  0.2155
H: -1.28290 -1.80413 -1.50351  0.2133
H: 5.76726 3.24724 0.30491  0.1741
H: 2.82527 -2.19941 1.86740  0.1954
H: 4.43432 -4.10512 1.67560  0.1925
H: -0.42504 0.97157 -2.46818  0.1715
H: 0.94422 -2.39026 0.28547  0.2144
H: 2.74691 2.96799 -0.08240  0.2034
H: 1.39900 -4.72840 -0.44101  0.2066
H: -6.27345 -3.18933 -0.26084  0.2123
H: -2.72728 2.62838 2.28859  0.2307
H: -4.59493 -2.42296 1.39062  0.2155
H: 4.56635 4.46766 0.78545  0.1591
H: -3.04726 0.00295 2.02315  0.4501
H: 3.33690 -0.53355 -1.33880  0.2318
H: 3.63806 2.28479 1.27654  0.2085
H: 5.12236 -1.81424 1.04523  0.2023
H: -0.95407 2.54676 -0.05534  0.4207
H: 4.59132 -2.10121 -0.61366  0.1926
H: 5.57746 -4.14916 0.33136  0.2064
H: 1.94273 -4.45431 1.21568  0.1906
H: 1.89871 1.45003 -2.09132  0.1611
H: 3.70729 -4.40804 -1.27146  0.1924
H: -2.92766 3.54741 0.76404  0.2374
H: -2.36468 -0.50117 -2.02296  0.2230
H: -7.12686 -1.68701 -1.98476  0.2116
H: 4.99634 0.91270 -0.27528  0.2056
H: -6.33995 0.65857 -2.14533  0.2205

=====

(5)
C16H17FLiN9O4S2 | ωB97M-V with the def2-TZVPD basis set

Properties
- orbital gap (eV) = 6.10
- energy above the lowest of the compared OMol25 structures with the same formula, charge and spin (eV) = 0.000
- lowest unoccupied orbital energy (eV) = 4.554
- largest force on an atom (eV/A) = 3.2
- total charge = -2

Last column: natural (NBO) charge in e.
Geometry (Å):
S: 2.99795 1.11637 1.20995  -0.5999
S: 0.43361 2.26868 -1.11626  -0.6576
F: -1.87309 -6.24154 -1.38727  -0.3072
O: 1.88340 -1.43628 -1.35557  -0.8034
O: -1.21731 -7.85030 0.76748  -0.6345
O: 1.39182 -4.57441 2.51729  -0.6098
O: 1.42013 -3.59123 -1.90495  -0.7362
N: -3.22042 0.32531 -6.05065  -0.4647
N: 0.32139 -4.11107 0.57000  -0.4094
N: -1.81888 2.92727 1.38061  -0.6291
N: -1.08662 0.79298 3.97215  -0.2938
N: -2.05383 1.02015 -3.94604  -0.4699
N: 0.00076 -6.12751 1.60401  -0.6383
N: -0.08755 2.41563 2.94253  -0.2434
N: -1.23049 2.16498 2.39292  0.1469
N: -1.84592 1.14107 2.97879  -0.0854
C: 2.36183 4.96945 2.10311  -0.2437
C: -0.57945 -4.55300 -0.39502  0.0727
C: 1.37800 3.23448 0.08151  -0.1751
C: -0.85399 -6.68548 0.66152  0.5897
C: 1.10706 4.62163 0.12964  -0.2546
C: 1.51545 5.51505 1.15974  -0.2882
C: 0.95131 -2.80231 0.31396  -0.3718
C: -1.16430 -5.76605 -0.37607  0.1724
C: -0.64097 0.73302 -3.90673  -0.4138
C: 0.66446 -4.91099 1.65037  0.7963
C: 0.00007 1.55020 3.90319  0.0918
C: -2.70084 1.15203 -2.63787  -0.3816
C: 2.79580 3.67028 2.02484  -0.2457
C: 2.34376 2.77737 1.03362  -0.1367
C: -2.66779 0.61062 -5.06200  0.4521
C: 1.49894 -2.60600 -1.15846  0.7822
Li: 1.82790 0.38121 -0.56854  0.8319
H: -0.79467 -3.80342 -1.10073  0.2423
H: 0.51950 5.10042 -0.63403  0.1929
H: -0.07590 1.15769 -4.73434  0.1981
H: -0.18890 1.02040 -2.97754  0.2552
H: 0.38471 -6.83777 2.21636  0.4132
H: 0.86341 1.36926 4.50236  0.2052
H: -2.44367 2.13901 -2.23393  0.2257
H: 1.20156 6.52173 1.25795  0.1894
H: -1.70326 2.35916 0.53063  0.4002
H: 2.72350 5.53660 2.94577  0.1789
H: 3.33803 3.17888 2.80354  0.2066
H: -2.33063 0.37626 -2.05356  0.2013
H: -1.21987 3.70878 1.28572  0.3890
H: 0.23994 -1.98951 0.56433  0.2163
H: 1.87122 -2.67953 0.96530  0.2593
H: -3.74928 1.03418 -2.84992  0.1962
H: -0.48790 -0.32376 -4.01972  0.1881